[1]
A structure of composition C18H18F5IrN8O9S2Te in a non-equilibrium geometry, computed with the ωB97M-V functional and the def2-TZVPD basis.

Output
HOMO energy (spin up / spin down) ... -9.65 / -11.13 eV
E_LUMO (spin up / spin down) ... -2.964 / -4.851 eV
DFT total energy ... -94680.190 eV
Multiplicity ... 6
Frontier orbital gap (spin up / spin down) ... 6.68 / 6.28 eV
Energy relative to the best compared isomer or geometry (same formula, charge and spin) ... 15.4 kcal per mole
Total charge ... +1

XYZ file:
```
62
Properties=species:S:1:pos:R:3:forces:R:3:mulliken_charge:R:1
Ir 1.5976 -0.4824 0.0066 -1.26 2.64 -0.53 2.49
S 5.4478 -0.6173 -2.0056 -0.25 -0.04 -0.06 -0.22
C 5.1569 -2.1741 -1.2971 0.16 -0.35 0.00 -0.49
C 3.9545 -2.2521 -0.6839 0.05 -0.04 -0.17 -0.72
C 3.2103 -1.0273 -0.7671 1.00 -1.52 -0.34 0.09
C 3.9019 -0.0916 -1.5094 0.37 0.86 -0.12 -0.11
C 3.2846 1.2116 -1.5743 0.15 0.24 0.31 1.18
C 3.8826 2.3829 -2.0357 0.00 -0.31 0.50 -0.82
C 3.2313 3.5798 -1.7770 1.32 0.25 -1.12 -0.43
C 1.9286 3.5604 -1.3809 -1.38 0.74 0.65 -0.76
C 1.3570 2.3678 -0.9878 1.81 -0.55 -0.10 -0.09
N 2.0582 1.2195 -0.9435 0.76 1.19 -1.10 0.07
H 5.8824 -2.9849 -1.4014 -0.21 0.49 -0.01 0.47
H 3.5508 -3.1495 -0.2533 0.31 0.07 0.09 0.58
H 4.8842 2.3459 -2.4709 -0.37 0.03 0.20 0.38
H 3.7705 4.5088 -1.9598 -0.32 -0.12 -0.07 0.44
H 1.3285 4.4808 -1.2771 0.47 -0.61 -0.11 0.38
H 0.3955 2.3038 -0.6202 -1.91 -0.07 0.72 0.53
F 2.2680 -4.4271 0.1594 -2.22 -0.05 -0.03 -0.48
Te 0.3672 -4.1306 0.3641 1.32 0.09 0.04 1.54
F 1.2440 -2.1973 0.8133 -0.58 -2.42 1.36 -0.12
F 0.7308 -4.3195 2.2424 -0.04 -0.39 -0.60 -0.50
F 0.1856 -5.9161 -0.2285 0.21 0.28 0.34 -0.42
F -1.4292 -4.4053 -2.5287 -0.54 0.77 -0.02 -0.28
O 0.4034 -3.1960 -1.7275 0.29 0.02 -0.30 -0.47
N 3.9322 0.4371 3.7349 -0.43 -2.48 -0.21 -0.48
C 3.2148 -0.3684 2.8560 0.71 1.02 1.07 0.71
N 3.2535 -1.7035 3.0867 0.84 1.08 0.87 -0.25
O 2.5980 0.2270 1.9528 -0.21 -0.41 -0.45 -0.79
H 4.4343 -0.0168 4.5013 -0.26 0.83 -0.51 0.16
H 3.9657 1.4164 3.5556 0.04 0.29 0.07 0.23
H 3.7794 -2.0251 3.9012 -0.46 0.00 -0.70 0.21
H 2.7809 -2.3706 2.5228 -0.50 -0.25 -0.42 0.02
C -4.9262 1.8440 -4.2445 0.91 -1.03 -0.56 -0.82
N -4.1914 0.7466 -3.5482 0.44 0.43 1.38 0.00
C -4.6212 -0.4155 -3.2157 -0.90 0.71 -0.91 0.42
N -4.1752 -1.4191 -2.5701 -0.56 -1.22 0.26 -0.16
S -0.6992 -2.9335 -2.7591 1.56 -0.79 0.86 0.51
H -5.7461 1.3650 -4.7850 0.07 0.38 0.04 0.40
H -4.1614 2.2327 -4.9572 -0.99 0.21 0.55 0.31
H -5.2779 2.5581 -3.4928 0.18 -0.08 -0.36 0.27
H -3.5030 1.0878 -2.8574 0.15 0.24 -0.40 0.12
H -3.1971 -1.7103 -2.4464 0.71 0.49 0.02 0.32
H -4.8444 -2.1579 -2.3816 -0.02 0.12 0.09 0.26
O -4.0315 2.0784 5.2293 -0.54 -0.23 -1.71 -0.57
N -4.3261 1.9911 4.0348 -0.52 0.41 -0.02 0.97
O -5.3143 2.5006 3.4771 1.41 -0.78 1.46 -0.59
C -3.3772 1.2815 3.1274 -0.79 0.66 0.85 -0.38
C -2.2587 0.6118 3.5839 0.45 0.61 -0.53 -0.68
C -1.3430 0.2446 2.6302 1.65 -1.55 -0.13 0.10
C -1.3273 0.5311 1.2211 -3.12 0.84 2.14 0.61
O -0.3776 0.2524 0.4972 1.94 -0.60 -1.71 -1.58
C -2.5668 1.1773 0.8795 1.19 -0.96 -0.41 -0.48
C -3.5674 1.4866 1.8074 0.81 0.04 -1.09 -0.63
N -2.7818 1.5271 -0.4947 -1.37 1.25 1.69 1.24
O -1.8943 1.5726 -1.2958 1.71 -0.62 -1.29 -0.67
O -3.9012 1.9260 -0.7689 -1.18 -0.18 -0.66 -0.72
N -0.2217 -0.5517 3.0356 -1.87 1.70 -4.53 0.40
O -1.5369 -1.8816 -2.1900 -0.76 -0.39 -0.01 -0.60
O 0.0119 -0.6470 4.1648 1.68 -1.14 5.11 -0.48
H -1.9800 0.5188 4.6030 -0.26 -0.27 0.81 0.59
H -4.4151 1.9960 1.4485 -0.86 0.49 -0.20 0.78
```
Positions in Å, forces in eV/Å.

[2]
The molecule C18H18FN9 in a non-equilibrium geometry, computed with the ωB97M-V functional and the def2-TZVPD basis.

Output
HOMO energy ... -8.14 eV
E_LUMO ... -0.296 eV
DFT total energy ... -35081.294 eV
Multiplicity ... 1
Frontier orbital gap ... 7.85 eV
Total charge ... 0

XYZ file:
```
46
Properties=species:S:1:pos:R:3:forces:R:3:mulliken_charge:R:1
C -2.9837 -1.9197 0.3573 -0.69 0.48 1.75 -1.03
N -1.8373 -1.0284 0.4130 0.18 1.68 -4.14 0.38
C -1.1187 -0.9369 1.5768 -0.48 0.61 1.57 -0.40
C -1.5019 -0.0907 2.6269 -1.52 0.69 0.37 0.02
C -0.9900 -0.1400 3.9221 -0.10 0.64 -0.87 -1.05
C 0.0867 -1.0158 4.1261 0.13 -0.12 1.37 1.11
C 0.7944 -1.0864 5.4246 -0.42 2.95 2.80 0.34
N 0.6538 -0.1676 6.4316 0.85 -1.77 -1.10 -0.29
N 1.5167 -0.6186 7.4008 -2.13 4.28 2.45 -0.27
N 2.1273 -1.6483 7.1551 0.22 -1.19 -2.00 -0.52
N 1.7362 -1.8983 5.8884 0.25 -4.79 -2.75 0.21
C 0.5603 -1.8160 3.1128 -0.83 0.54 -1.00 -1.16
C -0.0447 -1.7288 1.8624 2.29 -1.02 -1.19 0.29
F 0.6118 -2.3357 0.7842 -0.98 0.12 1.41 -0.36
C -1.6923 0.1002 -0.6364 -0.17 -0.67 3.74 0.37
C -2.3030 -0.1917 -1.9653 -1.42 -1.83 1.09 -1.14
C -1.4655 0.4901 -2.9454 1.69 -0.01 -0.27 -0.60
N -0.2424 0.9132 -2.2314 1.01 0.07 0.65 0.50
C 1.0328 0.8961 -2.8026 0.27 1.88 -2.61 -0.57
N 1.7486 -0.2945 -2.9761 0.00 0.93 -0.59 0.02
C 2.9168 -0.2554 -3.7603 -0.11 1.54 -0.92 -0.22
N 3.4159 0.7886 -4.3843 -1.69 -0.25 1.50 -0.50
C 2.7259 2.0190 -4.1611 3.64 -2.87 -2.08 0.28
N 3.1650 3.1303 -4.6723 0.22 1.25 0.73 -0.73
C 2.3066 4.0867 -4.0962 -1.05 -0.97 -0.38 -0.50
C 1.2962 3.4913 -3.4293 -2.59 -0.47 1.85 -0.64
C 1.5564 2.0676 -3.4208 -1.87 -1.11 2.28 0.70
C -0.2338 0.6426 -0.7840 -0.67 -1.94 -0.93 -0.40
H -3.6779 -1.7220 1.2310 0.24 0.19 -0.87 0.30
H -2.5642 -2.8795 0.6605 -0.51 -0.65 -0.92 0.31
H -3.6072 -1.8433 -0.5804 1.19 -0.44 0.99 0.39
H -2.3352 0.6307 2.4130 0.79 -0.84 0.24 0.34
H -1.4408 0.5689 4.6424 0.81 -0.81 -0.12 0.40
H 1.8120 -2.8746 5.5454 0.47 1.10 0.32 0.30
H 1.4055 -2.4291 3.2839 0.71 -0.53 -0.19 0.50
H -2.2568 0.9636 -0.2417 0.10 -0.05 0.00 0.14
H -2.2815 -1.2140 -2.2746 -0.04 -1.17 0.62 0.38
H -3.3892 0.0776 -1.9127 0.98 0.09 -0.52 0.49
H -2.0557 1.2921 -3.1798 -0.70 2.67 -1.60 0.24
H -1.2777 -0.1403 -3.8182 0.24 0.32 0.00 0.43
H 1.3029 -1.2092 -2.8001 0.45 0.96 0.08 0.32
H 3.4079 -1.1892 -3.9395 0.06 -0.55 0.24 0.39
H 2.2575 5.1556 -4.1773 0.96 0.27 -0.64 0.41
H 0.3970 3.9264 -2.9389 1.03 -0.08 -0.45 0.39
H -0.1551 1.5158 -0.1397 0.42 0.22 -0.26 0.12
H 0.6203 -0.0829 -0.5898 -1.27 0.62 0.35 0.31
```
Positions in Å, forces in eV/Å.

[3]
A cluster of 2 separate species, C18H18FNO3 in total in a non-equilibrium geometry, computed with the ωB97M-V functional and the def2-TZVPD basis.

Output
HOMO energy ... -7.89 eV
E_LUMO ... 0.107 eV
DFT total energy ... -29291.963 eV
Multiplicity ... 1
Frontier orbital gap ... 7.99 eV
Energy relative to the best compared isomer or geometry (same formula, charge and spin) ... 402.4 kcal per mole
Total charge ... 0

XYZ file:
```
41
Properties=species:S:1:pos:R:3:forces:R:3:mulliken_charge:R:1
C 2.9011 3.0116 0.3098 -4.09 -1.50 3.42 -2.66
C 1.8503 2.0748 0.0668 -6.00 -2.05 -0.05 1.28
C 0.5264 2.4467 -0.0568 -2.85 -3.71 0.51 -1.32
C -0.2644 1.0916 -0.2608 -0.56 1.62 -0.24 0.40
C 0.6654 -0.0542 -0.3915 -2.67 10.19 2.88 0.96
N 1.7994 0.6316 0.0046 2.56 0.15 -0.23 0.51
C 3.0005 -0.0803 0.1806 -5.20 -1.69 -13.79 -0.56
C 3.4975 -0.6975 -1.1892 4.12 1.35 10.06 -0.51
C 4.6808 -1.3493 -1.1121 0.36 3.61 7.06 -0.81
C 5.5507 -1.2978 0.1116 -5.73 5.68 0.81 0.40
C 5.0462 -0.2989 1.2263 5.52 -5.75 -3.66 -0.74
C 3.7815 0.2466 1.0485 9.80 -2.52 1.65 -0.58
H 3.5621 0.5471 1.8795 -3.55 4.67 8.68 1.05
H 5.7562 -0.3434 2.1172 -1.58 0.80 -1.04 0.29
F 6.6889 -1.9015 0.0439 1.25 -0.70 0.57 -0.28
H 5.0130 -2.0027 -1.7189 2.13 -4.26 -5.12 0.62
H 2.9348 -0.9518 -1.8948 -5.15 -1.25 -5.89 0.58
C 0.4665 -1.4126 -0.1593 0.98 -2.69 -4.07 -1.56
H 1.4386 -1.7042 0.2352 -0.52 -1.18 0.42 0.33
H -0.4533 -1.5965 0.3711 -0.09 -0.61 0.18 0.40
H 0.4559 -1.7702 -1.3438 -0.30 -0.36 3.01 0.28
C -1.8858 1.1519 -0.1961 8.35 -7.28 -5.46 0.56
O -2.5198 1.9463 0.2600 -5.26 6.51 4.31 -0.48
C -2.4117 0.0437 -1.1239 3.54 -0.95 -6.97 -0.61
H -2.5148 0.6296 -2.5152 0.09 -1.50 4.43 0.25
H -1.6035 -0.8440 -1.4098 -2.01 2.63 1.10 0.27
O -3.6204 -0.5994 -0.8497 0.24 5.65 -9.33 -0.10
C -3.5977 -0.9617 0.2577 -3.07 -10.85 14.06 0.69
O -2.7033 -1.5552 0.9341 0.62 2.87 -1.73 -0.64
C -4.9627 -1.4108 0.8759 -0.07 13.24 -13.53 -1.20
C -6.1679 -1.2526 -0.1817 0.89 -4.20 0.07 -0.75
C -6.0133 -0.2501 0.6756 0.82 4.89 6.87 -0.08
H -5.6020 0.7536 0.4208 -0.33 -0.93 0.23 0.19
H -6.6531 -0.2577 1.6367 0.59 0.55 -1.94 0.20
H -6.0092 -1.2705 -1.1748 0.88 0.35 -3.17 0.25
H -6.9277 -1.8684 0.1054 -2.02 -1.98 0.34 0.27
H -4.9768 -2.0426 1.4763 -0.34 -9.68 9.86 0.99
H -0.1021 3.3385 0.2757 1.51 -1.00 -1.00 0.30
H 3.1544 3.1225 1.2810 1.39 -0.27 3.26 0.45
H 3.5828 2.8083 -0.2773 7.71 -1.97 -5.15 0.75
H 2.6366 3.9293 0.0615 -1.96 4.13 -1.44 0.64
```
Positions in Å, forces in eV/Å.

[4]
A structure of composition C18H18FOSc in a non-equilibrium geometry, computed with the ωB97M-V functional and the def2-TZVPD basis.

Output
HOMO energy ... -7.73 eV
E_LUMO ... 0.262 eV
DFT total energy ... -44423.706 eV
Multiplicity ... 1
Frontier orbital gap ... 8.00 eV
Total charge ... 0

XYZ file:
```
39
Properties=species:S:1:pos:R:3:forces:R:3:mulliken_charge:R:1
C 0.6346 0.8858 2.1130 -0.75 0.69 -0.74 -0.38
C 1.2039 1.9456 1.3477 -1.06 0.13 -0.42 -0.53
C 0.1627 2.5420 0.5312 0.15 -0.94 0.67 -0.54
H 2.2330 2.2737 1.4357 -0.15 -0.09 -0.31 0.40
C -1.0610 1.8160 0.8067 1.09 -0.11 1.22 -0.28
C -0.7699 0.8401 1.8217 0.56 1.00 -0.68 -0.46
H -1.5078 0.2476 2.3578 0.26 -0.11 -0.45 0.50
H 1.1610 0.2856 2.8572 -0.21 0.17 -0.39 0.44
H 0.2647 3.3954 -0.1419 0.05 -0.31 0.29 0.40
H -2.0348 2.0107 0.3747 0.24 -0.06 0.18 0.26
C 0.3517 -1.8453 -1.8108 -0.11 0.14 0.84 -0.65
C 0.9918 -2.2447 -0.5866 -0.71 0.43 -0.38 -0.50
C 0.0740 -2.0544 0.4879 -0.39 0.19 -1.02 -0.32
H 1.9732 -2.7085 -0.4741 -0.27 0.42 -0.20 0.39
C -1.1415 -1.5362 -0.0636 0.50 -0.30 -0.75 -0.44
C -0.9812 -1.3918 -1.4923 0.76 -0.47 0.67 -0.49
H -1.7444 -1.0756 -2.2130 0.41 -0.11 0.47 0.50
H 0.8139 -1.8840 -2.7977 -0.22 0.06 0.34 0.38
H 0.2351 -2.3878 1.5184 -0.07 0.46 -0.45 0.46
H -2.0582 -1.3766 0.4929 0.20 0.14 -0.17 0.52
Sc 0.4655 0.4036 -0.5725 0.51 -1.26 1.50 1.05
O -1.8916 1.5989 -1.9292 -1.60 0.83 -0.83 -0.16
C -1.4773 2.6260 -2.8012 -1.12 0.58 0.46 -0.27
C -2.9286 2.7418 -2.3585 3.20 -0.61 0.99 -0.34
H -0.7679 3.3820 -2.4371 -0.10 -0.46 0.02 0.17
H -1.2795 2.2277 -3.7921 -0.03 0.45 -0.21 0.26
H -3.0861 3.3084 -1.4223 -0.05 -0.14 -0.89 0.37
H -5.2155 4.2610 -2.5370 0.16 -0.32 0.04 0.34
C -5.1226 3.4956 -3.3075 0.33 -0.40 -0.04 -0.36
C -4.0206 2.5959 -3.3210 -1.31 -0.35 -1.74 0.63
C -3.9254 1.7176 -4.4476 -0.54 0.88 0.70 -0.37
H -3.0703 1.0706 -4.5481 0.10 -0.21 0.08 0.25
C -4.9058 1.7127 -5.4349 -0.68 0.33 0.11 -0.66
H -4.8416 1.0392 -6.2871 0.18 0.05 0.24 0.36
C -6.0256 2.5722 -5.3653 0.17 0.07 -0.03 -0.38
H -6.8156 2.5577 -6.1527 0.83 -0.06 0.73 0.32
C -6.1103 3.4847 -4.3100 0.47 -0.59 -0.09 -0.52
H -6.9480 4.1795 -4.2676 0.27 -0.12 0.10 0.36
F 2.2259 0.7148 -1.3013 -1.08 -0.01 0.13 -0.71
```
Positions in Å, forces in eV/Å.